Molecular formula: C15H26N3O
Method: DFT, ωB97M-V with the def2-TZVPD basis set

The value obtained for the HOMO energy is -11.38 eV. Its SMILES is COc1ccc([C@H](N(C)C)[N@H+]2CCC[C@H]2CN)cc1. Its orbital gap is 0.3267 Ha.

```
! wB97M-V def2-TZVPD RIJCOSX def2/J DEFGRID3
* xyz 1 1
C 0.343 3.793 4.355
O -0.723 3.056 3.744
C -0.376 2.017 2.934
C -1.479 1.261 2.449
C -1.251 0.291 1.495
C 0.066 -0.060 1.117
C 0.188 -1.083 0.015
N 1.382 -1.838 0.015
C 1.380 -3.096 -0.736
C 2.029 -1.975 1.323
N 0.089 -0.077 -1.361
C 1.250 0.477 -2.171
C 0.764 0.449 -3.608
C -0.649 -0.173 -3.622
C -1.134 -0.118 -2.187
C -2.214 -1.130 -1.895
N -2.930 -0.998 -0.609
C 1.156 0.776 1.476
C 0.953 1.755 2.452
H -0.179 4.521 4.987
H 0.967 3.136 4.968
H 0.940 4.300 3.591
H -2.469 1.470 2.885
H -2.081 -0.217 1.024
H -0.772 -1.697 -0.180
H 2.254 -3.679 -0.425
H 0.480 -3.680 -0.493
H 1.438 -3.016 -1.830
H 2.357 -3.005 1.455
H 2.888 -1.287 1.449
H 1.296 -1.741 2.105
H -0.111 0.788 -0.766
H 2.157 -0.097 -1.951
H 1.483 1.500 -1.842
H 1.491 -0.026 -4.292
H 0.615 1.502 -3.901
H -0.655 -1.194 -4.011
H -1.353 0.447 -4.199
H -1.618 0.860 -2.031
H -1.896 -2.170 -2.037
H -2.957 -0.879 -2.668
H -3.672 -0.272 -0.661
H -3.427 -1.855 -0.355
H 2.183 0.641 1.105
H 1.799 2.323 2.885
*
```



Molecular formula: C15H26N6O7Sc
Method: DFT, ωB97M-V with the def2-TZVPD basis set

The value obtained for the HOMO energy (spin up / spin down) is -10.29 / -10.48 eV. Its orbital gap (spin up / spin down) is 0.2302 / 0.2370 Ha.

```
! wB97M-V def2-TZVPD RIJCOSX def2/J DEFGRID3
* xyz 1 1
O -1.202 -0.117 -4.590
H -0.607 0.140 -5.307
Sc -0.569 0.471 -0.905
N -0.285 2.137 0.759
N 0.317 2.272 -1.639
N -1.944 -0.599 0.550
N -1.159 -1.479 -1.729
O -0.745 1.996 1.968
O -2.363 -0.100 1.773
O -0.624 -1.980 -2.911
O 0.883 1.148 -2.186
C 1.122 3.037 -0.827
C 0.610 3.134 0.495
C -2.153 -1.913 0.360
C -1.704 -2.400 -0.920
C 1.012 4.159 1.496
H 1.244 3.694 2.463
H 0.213 4.902 1.646
H 1.896 4.706 1.153
C 2.329 3.724 -1.346
H 2.220 3.861 -2.430
H 3.247 3.144 -1.157
H 2.469 4.713 -0.888
C -2.690 -2.832 1.408
C -1.825 -3.834 -1.305
H -3.386 -2.303 2.068
H -1.873 -3.244 2.022
H -3.217 -3.668 0.929
H -1.143 -4.070 -2.125
H -2.849 -4.059 -1.631
H -1.602 -4.479 -0.449
H -1.771 0.722 1.917
H -0.810 -1.256 -3.608
C -1.846 1.075 -4.076
H -1.146 1.782 -3.617
H -2.624 0.770 -3.374
H -2.336 1.577 -4.920
O -2.615 1.680 -1.133
H -3.427 1.247 -0.825
H -2.624 2.584 -0.773
N 2.441 -2.569 4.553
C 1.459 -2.246 3.661
O 0.298 -2.637 3.778
C 1.899 -1.449 2.474
C 3.227 -1.258 2.066
C 3.474 -0.637 0.845
C 2.391 -0.232 0.056
N 1.115 -0.386 0.447
C 0.879 -0.939 1.659
H 2.161 -3.036 5.401
H 3.334 -2.103 4.557
H 4.054 -1.604 2.680
H 4.481 -0.468 0.468
H 2.537 0.228 -0.922
H -0.170 -1.007 1.940
*
```



Molecular formula: C15H26N7PdSSeSi
Method: DFT, ωB97M-V with the def2-TZVPD basis set

The value obtained for the HOMO energy is -10.79 eV. The energy above the lowest of the compared OMol25 structures with the same formula, charge and spin is 0.0 kcal per mole. Its orbital gap is 0.2869 Ha.

```
! wB97M-V def2-TZVPD RIJCOSX def2/J DEFGRID3
* xyz 1 1
Pd 1.598 1.287 0.138
C 3.027 -4.965 0.322
C 3.741 -3.676 0.175
N 5.015 -3.524 0.029
N 5.183 -2.170 -0.071
C 4.047 -1.475 0.007
S 3.902 0.209 -0.105
N 3.107 -2.446 0.172
N 1.772 -2.156 0.327
H 3.756 -5.770 0.290
H 2.308 -5.104 -0.485
H 2.490 -5.011 1.270
H 6.104 -1.785 -0.192
H 1.399 -2.510 1.198
H 1.213 -2.446 -0.463
C 4.214 5.216 -0.007
C 3.539 3.932 0.106
N 3.012 2.923 0.208
H 4.243 5.696 0.970
H 3.668 5.848 -0.704
H 5.229 5.066 -0.369
C -1.191 -3.630 0.186
Si -2.055 -2.027 -0.226
C -2.704 -2.070 -1.971
C -3.448 -1.742 0.983
C -0.828 -0.669 -0.083
C 0.095 0.119 0.046
H -1.891 -4.469 0.154
H -0.757 -3.599 1.188
H -0.392 -3.843 -0.528
H -3.454 -2.855 -2.092
H -1.901 -2.260 -2.684
H -3.167 -1.118 -2.241
H -4.184 -2.547 0.932
H -3.961 -0.808 0.762
H -3.075 -1.696 2.008
C -2.028 3.511 -2.320
N -2.517 3.135 -0.999
C -3.833 2.904 -0.672
C -3.862 2.576 0.639
N -2.565 2.608 1.092
C -2.120 2.289 2.443
C -1.750 2.958 0.088
Se 0.084 3.300 0.208
H -2.878 3.801 -2.930
H -1.511 2.669 -2.777
H -1.335 4.342 -2.229
H -4.629 3.009 -1.386
H -4.690 2.334 1.281
H -2.978 2.325 3.108
H -1.374 3.017 2.750
H -1.673 1.297 2.453
*
```



Molecular formula: C15H27AgO5S3
Method: DFT, ωB97M-V with the def2-TZVPD basis set

The value obtained for the HOMO energy is -4.57 eV. Its orbital gap is 0.0611 Ha.

```
! wB97M-V def2-TZVPD RIJCOSX def2/J DEFGRID3
* xyz 0 1
C 0.069 1.449 5.505
C 0.223 -0.015 4.971
C 1.629 -0.092 4.329
C -0.907 -0.248 3.952
C -1.237 -1.711 3.630
C -1.608 -2.549 4.848
C -0.153 -2.405 2.805
O 0.190 -1.538 1.729
C 0.434 -2.233 0.549
S -1.175 -2.833 -0.182
S 1.207 -1.019 -0.529
C 2.035 -2.031 -1.821
C 2.322 -1.085 -2.953
O 3.363 -0.960 -3.459
O 1.238 -0.363 -3.297
C 1.523 0.684 -4.196
C 0.158 1.330 -4.466
C -0.547 0.526 -5.583
O 0.319 2.736 -4.769
C -0.395 3.609 -3.968
O 0.186 4.505 -3.538
C -1.869 3.459 -3.675
S -2.855 2.921 -5.116
H -0.138 1.478 6.572
H -0.737 1.927 4.948
H 0.960 2.028 5.279
H 0.173 -0.718 5.799
H 1.969 -1.108 4.159
H 1.624 0.480 3.400
H 2.311 0.412 5.013
H -1.823 0.180 4.372
H -0.675 0.339 3.064
H -2.112 -1.687 2.974
H -2.557 -2.196 5.256
H -1.779 -3.583 4.550
H -0.866 -2.530 5.643
H -0.517 -3.379 2.474
H 0.757 -2.579 3.389
H -1.038 -2.477 -1.479
H 2.937 -2.503 -1.461
H 1.292 -2.739 -2.192
H 2.218 1.414 -3.771
H 1.942 0.320 -5.134
H -0.396 1.181 -3.544
H -1.436 0.055 -5.179
H -0.831 1.212 -6.375
H 0.099 -0.235 -6.008
H -2.273 4.342 -3.201
H -1.950 2.651 -2.946
H -3.361 1.740 -4.704
Ag 2.060 3.836 -5.667
*
```



Molecular formula: C15H27AsClN4O2PdSbSe4
Method: DFT, ωB97M-V with the def2-TZVPD basis set

The value obtained for the HOMO energy is -0.74 eV. The energy above the lowest of the compared OMol25 structures with the same formula, charge and spin is 44.0 kcal per mole. Its orbital gap is 0.1839 Ha.

```
! wB97M-V def2-TZVPD RIJCOSX def2/J DEFGRID3
* xyz -2 1
Pd -0.274 1.216 0.307
N 1.478 0.157 -0.556
C 2.424 -0.242 0.488
C 3.795 -0.734 -0.024
C 4.900 0.311 0.211
C 5.411 0.351 1.664
N 4.367 0.282 2.667
C 3.612 1.313 3.064
N 3.956 2.594 2.881
N 2.525 1.050 3.786
C 1.792 -1.300 1.469
O 2.566 -1.694 2.398
O 0.649 -1.705 1.242
H 1.124 -0.651 -1.052
H 1.871 0.794 -1.245
H 2.592 0.665 1.064
H 3.725 -0.941 -1.094
H 4.060 -1.669 0.479
H 4.521 1.295 -0.082
H 5.758 0.090 -0.431
H 6.024 1.243 1.823
H 6.053 -0.517 1.834
H 3.807 -0.605 2.657
H 4.629 2.805 2.165
H 3.165 3.258 2.965
H 2.189 0.093 3.751
H 1.814 1.800 3.811
C -2.943 -1.319 0.944
As -1.833 -0.429 -0.369
C -1.332 -1.950 -1.466
C -3.203 0.452 -1.500
C -4.230 -0.482 -2.037
C -4.042 -1.096 -3.279
C -4.980 -1.983 -3.784
C -6.128 -2.276 -3.060
C -6.332 -1.671 -1.828
C -5.392 -0.784 -1.324
H -3.673 -1.964 0.451
H -3.457 -0.586 1.562
H -2.287 -1.920 1.574
H -2.215 -2.516 -1.764
H -0.670 -2.587 -0.879
H -0.807 -1.603 -2.358
H -2.640 0.912 -2.312
H -3.641 1.236 -0.880
H -3.157 -0.846 -3.852
H -4.823 -2.443 -4.753
H -6.868 -2.959 -3.460
H -7.229 -1.888 -1.259
H -5.562 -0.299 -0.369
Cl -1.966 1.938 1.725
Se -0.219 5.642 -1.997
Sb -0.908 3.493 -1.049
Se -0.047 1.843 -2.773
Se 0.902 3.871 2.971
Se 1.148 2.955 0.886
*
```



no.,M (u),maximum force (hartree/bohr)
1,264.39,0.0768
2,447.36,0.0755
3,549.96,0.0316
4,491.44,0.0935
5,949.80,0.0431